# 1
An isolated ion of composition C22H24F2NO3 and charge +1, computed with the ωB97M-V functional and the def2-TZVPD basis.

Atoms and positions in Å:
C 3.917 -3.135 -1.059
C 3.155 -1.987 -1.644
O 2.029 -1.753 -0.757
C 1.186 -0.860 -1.280
C 0.145 -0.310 -0.299
C -1.067 -0.443 -1.113
N -2.121 -1.168 -0.837
C -2.159 -1.989 0.398
C -3.521 -2.649 0.599
O -4.597 -1.806 0.171
C -4.559 -1.613 -1.245
C -3.307 -0.879 -1.691
O 1.263 -0.461 -2.428
H 4.879 -3.226 -1.564
H 4.098 -3.012 0.009
H 3.366 -4.065 -1.222
H 3.751 -1.068 -1.669
H 2.776 -2.213 -2.640
H 0.129 -0.905 0.631
H -1.083 0.100 -2.068
H -1.382 -2.768 0.329
H -1.945 -1.367 1.289
H -3.527 -3.613 0.051
H -3.714 -2.808 1.670
H -4.604 -2.575 -1.787
H -5.439 -0.997 -1.468
H -3.513 0.205 -1.670
H -3.051 -1.155 -2.723
F 5.613 1.083 2.445
C 4.383 1.075 1.838
C 4.331 1.243 0.455
C 3.077 1.285 -0.147
C 1.912 1.147 0.611
C 0.543 1.123 -0.091
C -0.565 2.042 0.465
C -1.684 2.296 -0.343
C -2.731 3.120 0.067
C -2.619 3.737 1.306
F -3.624 4.575 1.712
C -1.512 3.563 2.125
C -0.478 2.738 1.675
C 2.004 0.912 1.981
C 3.247 0.940 2.623
H 5.240 1.334 -0.137
H 3.004 1.422 -1.233
H 0.741 1.539 -1.087
H -1.746 1.848 -1.335
H -3.606 3.259 -0.562
H -1.457 4.048 3.097
H 0.416 2.640 2.294
H 1.092 0.706 2.549
H 3.312 0.845 3.705

Calculated values
HOMO level: -0.44396 Eh
Gap between HOMO and LUMO: 0.2900 hartree
2S+1: 1
Net charge: +1
M: 388.4 g/mol
E_tot: -36263.7456 eV

Results of the Mulliken charge analysis, in e, for atoms 1 through 5: -1.309 -0.069 -0.343 -0.153 1.460

# 2
One molecule with the formula C22H24F3N3O2, computed with the ωB97M-V functional and the def2-TZVPD basis.

Atoms and positions in Å:
C -1.233 1.655 3.517
H -2.000 2.182 2.955
H -1.163 2.098 4.507
H -1.544 0.618 3.621
C 0.116 1.734 2.807
C 1.212 1.098 3.657
H 2.148 1.046 3.107
H 1.372 1.684 4.559
H 0.925 0.091 3.950
H 0.367 2.787 2.631
C 0.018 1.056 1.419
N -0.043 -0.385 1.505
C -1.157 -1.045 1.133
O -2.224 -0.499 0.939
C -0.991 -2.530 0.974
C -1.942 -3.416 1.475
C -1.885 -4.778 1.238
C -0.861 -5.285 0.459
C 0.107 -4.442 -0.056
C 0.030 -3.088 0.210
F 0.983 -2.284 -0.301
H 0.914 -4.813 -0.667
H -0.816 -6.343 0.252
H -2.647 -5.417 1.654
F -2.930 -2.945 2.248
H 0.862 -0.838 1.526
H -0.916 1.363 0.944
C 1.255 1.395 0.589
O 2.262 0.719 0.708
N 1.232 2.490 -0.206
C 0.075 3.208 -0.690
H -0.830 2.848 -0.207
H 0.189 4.271 -0.447
C 0.000 3.016 -2.230
N 0.714 1.836 -2.650
C 0.113 0.584 -2.611
C 0.766 -0.510 -3.193
C 0.194 -1.765 -3.200
C -1.056 -1.940 -2.637
C -1.747 -0.879 -2.090
C -1.161 0.373 -2.077
H -1.719 1.177 -1.626
H -2.720 -1.031 -1.651
F -1.611 -3.179 -2.625
H 0.709 -2.605 -3.640
H 1.728 -0.378 -3.660
C 2.139 1.960 -2.401
H 2.617 2.501 -3.227
C 2.379 2.708 -1.070
H 3.267 2.322 -0.571
H 2.488 3.784 -1.224
H 2.577 0.966 -2.327
H 0.472 3.867 -2.733
H -1.034 2.963 -2.568

Calculated values
HOMO level: -0.28407 Eh
Gap between HOMO and LUMO: 0.3108 hartree
2S+1: 1
M: 419.4 g/mol
E_tot: -39922.3861 eV

Results of the Mulliken charge analysis, in e, for atoms 1 through 5: -1.413 0.369 0.457 0.217 0.249

# 3
C22H24F3NO3P2Tc as an isolated structure, computed with the ωB97M-V functional and the def2-TZVPD basis.

Atoms and positions in Å:
C -0.416 -3.131 3.002
C 0.126 -2.370 1.967
C -0.623 -2.201 0.773
C -1.978 -2.639 0.700
C -2.514 -3.350 1.813
C -1.725 -3.622 2.919
C -2.711 -2.284 -0.438
C -2.032 -2.064 -1.647
C -0.662 -1.685 -1.554
C 0.092 -1.344 -2.706
C -0.510 -1.476 -3.961
C -1.858 -1.871 -4.070
C -2.610 -2.140 -2.944
H 0.180 -3.289 3.903
H -3.555 -3.680 1.748
H -2.133 -4.192 3.758
H -3.781 -2.478 -0.458
H 0.062 -1.219 -4.857
H -2.308 -1.934 -5.066
H -3.665 -2.421 -3.015
N -0.204 -1.328 -0.261
Tc -0.296 0.594 0.128
C 1.406 -1.584 2.152
H 2.142 -1.779 1.358
H 1.855 -1.780 3.134
C 1.441 -0.693 -2.507
H 2.083 -1.295 -1.851
H 1.943 -0.521 -3.466
P 0.991 0.219 2.083
P 1.199 0.948 -1.649
C 0.589 1.944 -3.053
H 0.534 2.981 -2.705
H 1.276 1.869 -3.906
H -0.409 1.610 -3.355
C 2.910 1.538 -1.457
H 3.426 1.559 -2.429
H 2.867 2.555 -1.047
H 3.462 0.888 -0.768
C -0.038 0.531 3.554
H 0.542 0.338 4.467
H -0.351 1.584 3.509
H -0.926 -0.112 3.529
C 2.559 1.051 2.390
H 2.388 2.135 2.388
H 2.949 0.742 3.367
H 3.278 0.797 1.602
C -1.756 1.228 -0.952
O -2.605 1.632 -1.655
H -2.020 -0.073 0.536
F -0.703 5.165 2.321
C 0.180 5.091 1.296
F -0.107 6.097 0.422
F 1.432 5.324 1.805
C 0.189 3.698 0.543
O -0.487 2.755 1.088
O 0.883 3.681 -0.481

Calculated values
HOMO level (spin up / spin down): -0.56410 / -0.56316 Eh
Expectation value of S²: 3.7728
Gap between HOMO and LUMO (spin up / spin down): 0.2406 / 0.2204 hartree
2S+1: 4
Net charge: +2
M: 567.4 g/mol
E_tot: -59749.0798 eV

Results of the Mulliken charge analysis, in e, for atoms 1 through 5: -0.647 -0.100 0.546 1.390 -0.905

# 4
C22H24F5NOsP2Se as an isolated structure, computed with the ωB97M-V functional and the def2-TZVPD basis.

Atoms and positions in Å:
Os 0.474 -0.901 -0.152
C 3.284 0.550 1.701
P 2.116 0.591 0.321
C 3.180 0.883 -1.120
C 1.188 2.209 0.464
C 1.496 3.372 1.125
C 0.537 4.267 1.641
C -0.819 4.039 1.981
C -1.437 2.809 1.992
C -0.815 1.614 1.400
P -1.347 -0.182 1.073
C -2.940 -0.073 0.211
C -1.821 -0.991 2.619
H 3.984 1.384 1.652
H 3.853 -0.378 1.608
H 2.785 0.537 2.666
H 3.850 1.727 -0.951
H 2.574 1.063 -2.007
H 3.767 -0.021 -1.288
H 2.533 3.593 1.351
H 0.932 5.213 1.999
H -1.322 4.850 2.491
H -2.286 2.679 2.657
H -3.700 0.360 0.862
H -3.253 -1.086 -0.051
H -2.873 0.514 -0.702
H -2.529 -0.398 3.200
H -0.957 -1.255 3.223
H -2.322 -1.917 2.326
C 0.060 1.280 2.723
C -0.199 2.004 -0.014
C -0.824 3.128 -0.815
C -1.073 2.685 -2.045
C -0.689 1.272 -2.116
C -0.809 0.403 -3.308
N -0.227 0.874 -0.979
H 0.742 2.071 3.009
H 0.597 0.343 2.576
H -0.653 1.140 3.533
H -0.983 4.135 -0.479
H -1.472 3.253 -2.872
H -0.121 0.753 -4.082
H -1.813 0.475 -3.728
H -0.578 -0.632 -3.070
F -1.667 -6.624 -3.036
C -0.875 -5.779 -2.406
C -1.323 -4.501 -2.108
F -2.544 -4.103 -2.445
C -0.458 -3.650 -1.457
F -0.929 -2.372 -1.178
C 0.819 -3.983 -1.076
Se 1.940 -2.758 -0.112
C 1.242 -5.267 -1.386
F 2.462 -5.661 -1.045
C 0.410 -6.161 -2.044
F 0.834 -7.377 -2.329

Calculated values
HOMO level: -0.50221 Eh
Gap between HOMO and LUMO: 0.1805 hartree
2S+1: 1
Net charge: +2
M: 728.6 g/mol
E_tot: -124654.3467 eV

Results of the Mulliken charge analysis, in e, for atoms 1 through 5: 1.956 -1.288 0.632 -1.054 -0.049

# 5
C22H24FHgO3P2Se2Te as an isolated structure, computed with the ωB97M-V functional and the def2-TZVPD basis.

Atoms and positions in Å:
Hg -1.915 0.382 0.047
Se 1.846 -0.094 2.393
P 0.890 0.939 0.711
Se -2.137 1.954 -1.740
C 0.982 2.692 1.284
C 2.137 3.211 1.869
C 2.174 4.525 2.305
C 1.059 5.341 2.153
C -0.087 4.836 1.559
C -0.128 3.515 1.128
C 2.182 1.049 -0.593
C 3.226 0.137 -0.701
C 4.133 0.236 -1.747
C 4.005 1.246 -2.691
C 2.952 2.146 -2.597
C 2.038 2.047 -1.559
H 3.010 2.579 1.988
H 3.074 4.922 2.760
H 1.086 6.369 2.497
H -0.954 5.471 1.421
H -1.020 3.137 0.637
H 3.324 -0.654 0.032
H 4.941 -0.482 -1.827
H 4.718 1.323 -3.504
H 2.839 2.926 -3.341
H 1.192 2.725 -1.507
F -5.805 -0.055 5.093
C -4.941 0.021 4.029
C -4.194 -1.085 3.690
C -3.328 -0.993 2.603
C -3.188 0.174 1.843
C -3.975 1.258 2.241
C -4.847 1.201 3.324
H -4.288 -1.998 4.267
H -2.748 -1.873 2.347
H -3.923 2.189 1.683
H -5.447 2.055 3.619
C 0.061 -6.215 -1.185
C -0.839 -4.994 -1.272
O -0.065 -3.848 -1.598
P -0.241 -2.532 -0.625
O -1.691 -2.210 -0.528
Te 0.901 -3.064 1.385
O 0.634 -1.508 -1.463
C 0.159 -1.088 -2.765
C 1.082 -1.646 -3.833
H -0.531 -7.110 -0.982
H 0.790 -6.073 -0.387
H 0.597 -6.348 -2.126
H -1.359 -4.842 -0.321
H -1.599 -5.135 -2.048
H 0.155 0.000 -2.782
H -0.868 -1.424 -2.911
H 2.104 -1.310 -3.650
H 0.760 -1.289 -4.813
H 1.067 -2.738 -3.816

Calculated values
HOMO level (spin up / spin down): -0.02011 / -0.01928 Eh
Expectation value of S²: 0.7562
Gap between HOMO and LUMO (spin up / spin down): 0.1717 / 0.1563 hartree
2S+1: 2
Net charge: -2
M: 903.5 g/mol
E_tot: -192805.4133 eV

Results of the Mulliken charge analysis, in e, for atoms 1 through 5: 0.997 -0.383 0.191 -1.225 0.287